The following is a quantum chemistry calculation of a single C4H5NO molecule in a non-equilibrium geometry, from the OMol25 dataset.

Each line ends with the Mulliken charge.
Element x y z (Å)
N -0.831 -1.420 2.191  -0.429
C -0.126 -0.865 1.455  0.096
C 0.703 -0.201 0.480  -0.097
C 0.342 1.181 -0.027  -0.630
C 0.127 0.039 -0.898  0.021
O -1.340 -0.197 -1.062  -0.534
H 1.755 -0.475 0.528  0.370
H 1.090 1.924 -0.197  0.295
H -0.880 1.325 0.137  0.271
H 0.677 -0.198 -1.796  0.318
H -1.516 -1.114 -0.810  0.320

**F_max**: 0.0773 Eh/bohr
**Highest occupied orbital energy**: -10.729 eV
**ΔE to the lowest compared entry with this formula, charge and spin**: 52.2 kcal/mol
**LUMO**: 0.81 eV
**E**: -285.33135 hartree
**SMILES**: N#C[C@@H]1C[C@@H]1O
**Gap between HOMO and LUMO**: 11.5 eV

The following is a quantum chemistry calculation of a 6-piece molecular cluster, C18H36O8 overall in a non-equilibrium geometry, from the OMol25 dataset.

Each line ends with the Mulliken charge.
Element x y z (Å)
C -1.409 1.129 -0.887  -0.645
O -1.965 1.455 -2.138  -0.358
C -1.763 2.615 -2.712  0.898
O -1.148 3.546 -2.209  -0.597
O -2.002 2.504 -3.996  -0.350
C -2.657 1.448 -4.685  -0.574
H -0.831 0.214 -1.016  0.244
H -2.201 0.779 -0.225  0.247
H -0.767 1.909 -0.477  0.331
H -2.497 1.661 -5.742  0.248
H -3.701 1.324 -4.400  0.259
H -1.932 0.660 -4.483  0.295
C 5.376 -0.290 5.261  -0.987
C 5.837 -1.718 5.404  0.704
C 4.865 -2.807 5.287  -1.007
O 6.953 -2.032 5.539  -0.510
H 5.131 0.161 6.223  0.259
H 4.531 -0.278 4.573  0.308
H 6.185 0.299 4.828  0.317
H 5.264 -3.704 5.760  0.306
H 4.610 -2.895 4.230  0.268
H 3.905 -2.587 5.752  0.341
C 4.611 1.840 -2.453  -0.864
C 5.050 0.497 -3.098  0.711
C 4.940 0.283 -4.616  -0.995
O 5.477 -0.359 -2.306  -0.559
H 4.679 2.661 -3.167  0.285
H 4.896 2.110 -1.436  0.329
H 3.562 1.579 -2.316  0.197
H 5.665 0.930 -5.112  0.291
H 3.920 0.373 -4.990  0.300
H 5.233 -0.749 -4.807  0.306
C -0.154 -6.481 -2.019  -0.954
C 1.072 -6.997 -1.350  0.694
C 2.178 -7.506 -2.275  -0.951
O 1.235 -6.981 -0.136  -0.562
H -0.987 -6.710 -1.354  0.310
H -0.323 -7.048 -2.935  0.292
H -0.240 -5.400 -2.127  0.272
H 2.865 -6.752 -2.660  0.268
H 1.846 -8.203 -3.044  0.338
H 2.673 -8.084 -1.494  0.294
C -4.952 -2.792 8.110  -0.948
C -3.952 -3.750 7.520  0.670
C -3.077 -4.677 8.411  -0.939
O -3.882 -3.864 6.293  -0.557
H -4.412 -1.846 8.056  0.259
H -5.114 -3.035 9.160  0.299
H -5.851 -2.667 7.507  0.331
H -2.218 -5.007 7.827  0.285
H -3.742 -5.442 8.811  0.271
H -2.776 -4.035 9.239  0.327
C -5.342 8.601 -5.553  -1.040
C -5.182 9.902 -4.790  0.716
C -4.028 10.128 -3.848  -0.905
O -6.114 10.668 -4.669  -0.538
H -5.344 7.791 -4.823  0.273
H -4.570 8.406 -6.296  0.332
H -6.228 8.639 -6.186  0.315
H -3.443 9.212 -3.775  0.282
H -4.339 10.472 -2.861  0.310
H -3.417 10.898 -4.318  0.256

**F_max**: 0.0870 Eh/bohr
**Highest occupied orbital energy**: -9.401 eV
**ΔE to the lowest compared entry with this formula, charge and spin**: 56.0 kcal/mol
**LUMO**: 0.28 eV
**E**: -1309.26422 hartree
**SMILES**: COC(=O)OC.CC(C)=O.CC(C)=O.CC(C)=O.CC(C)=O.CC(C)=O
**Gap between HOMO and LUMO**: 9.7 eV

The following is a quantum chemistry calculation of a single C16H15ClF2N4S molecule in a non-equilibrium geometry, from the OMol25 dataset.

Each line ends with the Mulliken charge.
Element x y z (Å)
C -0.491 -3.223 -3.545  -1.222
C -1.368 -1.998 -3.850  -0.446
C -2.187 -1.639 -2.634  -0.186
C -3.056 -0.398 -2.909  -0.868
S -3.893 0.135 -1.362  -0.211
C -2.676 1.226 -0.685  0.220
N -2.797 2.546 -0.943  -0.532
C -1.825 3.361 -0.553  -0.338
C -0.638 2.850 -0.073  0.438
N 0.582 3.406 0.268  -0.799
C 1.368 2.412 0.690  0.017
N 0.682 1.208 0.645  0.205
C 1.128 -0.142 1.060  -0.677
C 1.887 -0.067 2.378  0.074
C 3.283 0.035 2.395  0.181
F 4.001 -0.035 1.253  -0.301
C 3.963 0.134 3.617  -0.608
C 3.254 0.152 4.850  -0.414
C 1.840 0.064 4.844  0.152
Cl 1.005 0.028 6.367  -0.178
C 1.168 -0.055 3.603  0.490
F -0.171 -0.137 3.670  -0.298
C -0.569 1.533 0.113  0.449
N -1.588 0.688 -0.158  -0.398
H -1.107 -4.062 -3.338  0.345
H 0.169 -3.085 -2.669  0.259
H 0.127 -3.455 -4.408  0.372
H -0.765 -1.117 -4.114  0.356
H -2.036 -2.235 -4.659  0.296
H -1.486 -1.394 -1.813  0.020
H -2.862 -2.439 -2.361  0.337
H -3.802 -0.640 -3.665  0.499
H -2.380 0.362 -3.288  0.372
H -1.984 4.443 -0.660  0.436
H 2.422 2.505 1.053  0.370
H 1.746 -0.646 0.301  0.323
H 0.242 -0.785 1.162  0.427
H 5.035 0.220 3.609  0.443
H 3.778 0.242 5.810  0.396

**F_max**: 0.0791 Eh/bohr
**Highest occupied orbital energy**: -8.640 eV
**ΔE to the lowest compared entry with this formula, charge and spin**: 0.0 kcal/mol
**LUMO**: 0.24 eV
**E**: -1895.82987 hartree
**SMILES**: CCCCSc1ncc2ncn(Cc3c(F)ccc(Cl)c3F)c2n1
**Gap between HOMO and LUMO**: 8.9 eV

The following is a quantum chemistry calculation of a single C2H4N2S3 molecule in a non-equilibrium geometry, from the OMol25 dataset.

Each line ends with the Mulliken charge.
Element x y z (Å)
S -2.828 -0.907 -0.298  -0.217
C -1.741 0.371 -0.043  -0.119
N -0.405 0.450 0.270  -0.153
S 0.358 1.959 -0.076  -0.061
C 0.292 -0.616 0.865  -0.013
N 1.315 -1.358 0.606  -0.324
S 2.523 -0.665 -0.518  -0.177
H -2.028 1.511 0.054  0.256
H 0.286 2.305 1.137  0.143
H -0.341 -0.887 1.612  0.474
H 3.549 -1.294 0.404  0.192

**F_max**: 0.0724 Eh/bohr
**Highest occupied orbital energy**: -9.008 eV
**ΔE to the lowest compared entry with this formula, charge and spin**: 72.8 kcal/mol
**LUMO**: -0.55 eV
**E**: -1382.55602 hartree
**SMILES**: S=CN(S)/C=N\S
**Gap between HOMO and LUMO**: 8.5 eV

The following is a quantum chemistry calculation of C18H26Cl5N8O3V as an isolated structure in a non-equilibrium geometry, from the OMol25 dataset.

Each line ends with the Mulliken spin population.
Element x y z (Å)
V -0.538 0.216 0.598  2.077
Cl -3.256 6.402 3.355  -0.003
C -2.792 4.990 2.515  -0.013
C -1.921 4.079 3.122  0.005
Cl -1.318 4.362 4.693  0.001
C -1.554 2.934 2.425  -0.037
Cl -0.500 1.759 3.136  0.005
C -2.037 2.700 1.144  0.021
O -1.660 1.581 0.499  -0.050
C -2.907 3.600 0.536  -0.010
Cl -3.483 3.253 -1.034  -0.001
C -3.286 4.750 1.228  0.006
Cl -4.351 5.861 0.492  0.001
N 1.298 1.428 0.088  0.040
C 2.330 0.528 -0.472  -0.015
C 3.706 0.631 0.242  -0.003
C 4.857 1.233 -0.592  0.000
C 5.637 0.127 -1.308  0.000
N 4.772 -0.653 -2.192  0.000
C 4.689 -0.580 -3.510  0.000
N 3.739 -1.292 -4.120  0.000
N 5.497 0.196 -4.236  0.000
C 1.822 -0.924 -0.396  0.002
O 2.329 -1.774 -1.106  0.004
O 0.876 -1.096 0.477  -0.065
H 1.099 2.199 -0.544  0.004
H 1.628 1.860 0.949  0.006
H 2.449 0.751 -1.532  -0.011
H 4.017 -0.370 0.550  0.000
H 3.569 1.169 1.182  -0.001
H 5.545 1.769 0.061  0.000
H 4.484 1.963 -1.315  0.000
H 6.041 -0.565 -0.568  0.000
H 6.499 0.496 -1.861  0.000
H 4.067 -1.242 -1.755  0.000
H 3.104 -1.858 -3.578  0.000
H 3.661 -1.313 -5.122  0.000
H 6.261 0.696 -3.818  0.000
H 5.476 0.156 -5.241  0.000
C -2.973 -0.977 1.851  0.038
N -2.014 -1.293 0.709  -0.042
C -1.539 -2.723 0.919  0.048
N -2.645 -3.632 0.975  -0.003
C -3.530 -3.265 2.083  0.002
N -4.059 -1.911 1.897  0.002
C -4.797 -1.857 0.631  0.000
N -3.929 -2.213 -0.497  0.000
C -2.839 -1.281 -0.564  0.006
C -3.400 -3.564 -0.278  0.000
H -3.353 0.034 1.693  -0.002
H -2.403 -1.013 2.782  -0.012
H -0.970 -2.748 1.849  -0.013
H -0.872 -2.970 0.093  0.003
H -2.977 -3.313 3.022  -0.001
H -4.358 -3.969 2.130  0.000
H -5.192 -0.851 0.482  -0.001
H -5.630 -2.557 0.673  0.000
H -3.217 -0.266 -0.706  0.002
H -2.173 -1.544 -1.391  0.007
H -2.750 -3.838 -1.110  0.000
H -4.229 -4.268 -0.236  0.000

**F_max**: 0.0218 Eh/bohr
**Highest occupied orbital energy (alpha / beta)**: -13.673 / -13.694 eV
**ΔE to the lowest compared entry with this formula, charge and spin**: 17.3 kcal/mol
**Net charge**: +2
**LUMO (alpha / beta)**: -6.80 / -6.29 eV
**Expectation value of S²**: 2.022
**E**: -4609.84291 hartree
**Multiplicity**: 3
**Gap between HOMO and LUMO (alpha / beta)**: 6.9 / 7.4 eV

The following is a quantum chemistry calculation of C25H36GeO4ReS3SbSe4 as an isolated structure in a non-equilibrium geometry, from the OMol25 dataset.

Each line ends with the Mulliken spin population.
Element x y z (Å)
Re -0.686 -0.671 -0.148  0.013
C -2.958 -1.756 3.055  0.000
C -3.191 -1.823 1.561  -0.002
C -3.455 -3.255 1.214  0.000
C -4.318 -0.897 1.121  0.006
O -2.019 -1.319 0.843  -0.001
Ge -0.099 1.376 3.105  0.000
O -0.856 2.476 2.053  0.002
C -1.007 3.920 2.289  0.000
C -0.160 4.639 1.255  0.000
C -2.531 4.210 2.147  0.000
C -0.522 4.309 3.670  0.000
O 0.175 -0.187 1.627  -0.001
C 1.078 -1.345 1.933  -0.001
C 0.932 -1.738 3.422  0.000
C 0.658 -2.607 1.097  -0.001
C 2.472 -0.939 1.522  0.000
H -3.901 -1.876 3.594  0.000
H -2.530 -0.776 3.368  0.000
H -2.257 -2.526 3.343  0.000
H -4.297 -3.541 1.843  0.000
H -2.591 -3.885 1.384  0.000
H -3.751 -3.380 0.159  0.000
H -5.264 -1.268 1.606  0.000
H -4.496 -0.934 0.057  -0.004
H -4.146 0.144 1.456  0.000
H -0.471 4.485 0.237  0.000
H 0.880 4.286 1.373  0.000
H -0.182 5.689 1.448  0.000
H -2.918 3.880 1.167  0.000
H -2.736 5.244 2.196  0.000
H -3.062 3.675 2.941  0.000
H 0.556 4.066 3.815  0.000
H -1.082 3.756 4.425  0.000
H -0.615 5.378 3.871  0.000
H -0.114 -1.938 3.678  0.000
H 1.306 -0.991 4.071  0.000
H 1.430 -2.693 3.649  0.000
H -0.289 -3.044 1.392  0.000
H 1.414 -3.382 1.273  0.000
H 0.742 -2.487 0.018  0.000
H 2.849 -0.122 2.119  0.000
H 2.461 -0.652 0.473  0.000
H 3.214 -1.740 1.606  0.000
Se -2.063 0.936 -5.151  0.002
Sb -2.683 0.202 -2.769  -0.091
Se -1.775 1.420 -0.722  0.004
Se -1.770 -1.941 -2.109  0.018
Se -5.290 0.251 -3.357  1.068
O 0.770 -0.488 -1.198  -0.006
C 1.755 -0.481 -2.249  -0.001
C 2.368 -1.824 -2.276  0.000
C 1.738 -3.008 -2.601  0.001
C 2.549 -4.146 -2.350  0.000
C 3.782 -3.749 -1.888  0.000
S 3.956 -2.048 -1.733  0.000
C 2.743 0.663 -1.875  0.000
C 3.968 0.982 -2.404  0.000
C 4.567 2.109 -1.819  0.000
C 3.741 2.670 -0.894  0.000
S 2.234 1.875 -0.754  0.000
C 1.115 -0.189 -3.543  0.000
C 0.542 0.937 -3.882  -0.003
C -0.048 0.898 -5.225  -0.002
C 0.444 -0.364 -5.869  0.000
S 1.290 -1.339 -4.884  -0.001
H 0.688 -3.082 -2.887  0.000
H 2.274 -5.151 -2.619  0.000
H 4.667 -4.313 -1.723  0.000
H 4.449 0.371 -3.119  0.000
H 5.532 2.540 -2.079  0.000
H 3.922 3.583 -0.327  0.000
H 0.486 1.743 -3.209  0.000
H 0.081 1.757 -5.894  0.000
H 0.305 -0.579 -6.921  0.000

**F_max**: 0.0363 Eh/bohr
**Highest occupied orbital energy (alpha / beta)**: -16.321 / -16.321 eV
**Net charge**: +3
**LUMO (alpha / beta)**: -10.18 / -10.44 eV
**Expectation value of S²**: 0.756
**E**: -14469.94775 hartree
**Multiplicity**: 2
**Gap between HOMO and LUMO (alpha / beta)**: 6.1 / 5.9 eV